A 22-piece molecular cluster, C28H39BrCl63NOPS overall in a non-equilibrium geometry. Source: the OMol25 dataset; level of theory: ωB97M-V/def2-TZVPD.

Last columns: bonded neighbours and bond lengths (Å).
Geometry (Å):
1 C 0.71414 2.10036 -1.01815  C2 1.558, H13 1.105, H14 1.104, H15 1.104
2 C -0.11111 3.35149 -1.44224  C1 1.558, O3 1.436, H16 1.108, H17 1.116
3 O -1.18090 3.60887 -0.52004  C2 1.436, C4 1.412
4 C -1.47050 4.98643 -0.63372  O3 1.412, C5 1.543, H18 1.119, H19 1.115
5 C -2.46928 5.46786 0.43986  C4 1.543, C6 1.558, H20 1.125, H21 1.110
6 C -3.84768 4.74340 0.47604  C5 1.558, C7 1.569, H22 1.108, H23 1.114
7 C -4.50981 4.37937 -0.89904  C6 1.569, C8 1.572, H24 1.113, H25 1.103
8 C -5.37393 3.08282 -0.68832  C7 1.572, S9 1.844, H26 1.108, H27 1.114
9 S -4.61710 1.47140 -1.16689  C8 1.844, Br10 2.213, P11 2.206
10 Br -3.18256 1.67394 -2.83951  S9 2.213
11 P -3.34453 0.69392 0.45830  S9 2.206, N12 1.592, H28 1.420, H29 1.435
12 N -1.91010 0.26209 -0.08164  P11 1.592, H30 1.022
13 H 1.77814 2.18877 -1.30227  C1 1.105
14 H 0.24742 1.23118 -1.51342  C1 1.104
15 H 0.64406 2.02177 0.08079  C1 1.104
16 H 0.59276 4.20662 -1.47948  C2 1.108
17 H -0.58808 3.20091 -2.44031  C2 1.116
18 H -1.84789 5.23110 -1.65814  C4 1.119
19 H -0.54076 5.58404 -0.48473  C4 1.115
20 H -1.99846 5.26719 1.44138  C5 1.125
21 H -2.57631 6.57225 0.39705  C5 1.110
22 H -3.80414 3.86143 1.14559  C6 1.108
23 H -4.55126 5.44526 0.97985  C6 1.114
24 H -5.24465 5.18547 -1.11924  C7 1.113
25 H -3.82930 4.34198 -1.76600  C7 1.103
26 H -6.33678 3.19403 -1.22440  C8 1.108
27 H -5.62523 3.01761 0.39488  C8 1.114
28 H -3.20378 1.66939 1.48020  P11 1.420
29 H -3.98299 -0.50107 0.92994  P11 1.435
30 H -1.80542 -0.73731 0.10703  N12 1.022
31 C 1.40295 -0.21334 3.73621  Cl32 1.769, Cl33 1.764, Cl34 1.766, H35 1.085
32 Cl 0.26073 -0.66053 2.46125  C31 1.769
33 Cl 2.10779 -1.65810 4.46328  C31 1.764
34 Cl 2.66327 0.84670 3.09952  C31 1.766
35 H 0.86112 0.32706 4.50516  C31 1.085
36 C 4.14832 -0.83049 -0.90407  Cl37 1.766, Cl38 1.765, Cl39 1.771, H40 1.084
37 Cl 5.38693 -2.08866 -0.94788  C36 1.766
38 Cl 2.94954 -1.18798 0.34156  C36 1.765
39 Cl 4.88220 0.75657 -0.62259  C36 1.771
40 H 3.64859 -0.81080 -1.86632  C36 1.084
41 C -8.06922 5.47597 -3.48714  Cl42 1.768, Cl43 1.768, Cl44 1.766, H45 1.084
42 Cl -6.81230 4.26940 -3.78680  C41 1.768
43 Cl -9.12413 4.95165 -2.16933  C41 1.768
44 Cl -7.34973 7.04726 -3.12264  C41 1.766
45 H -8.66790 5.57386 -4.38600  C41 1.084
46 C -3.78510 -1.50507 -5.60212  Cl47 1.764, Cl48 1.769, Cl49 1.767, H50 1.084
47 Cl -4.58202 -0.93785 -7.07041  C46 1.764
48 Cl -4.80923 -2.64387 -4.71729  C46 1.769
49 Cl -2.23140 -2.25595 -5.98228  C46 1.767
50 H -3.60012 -0.64935 -4.96252  C46 1.084
51 C -3.93284 2.90960 4.37168  Cl52 1.766, Cl53 1.773, Cl54 1.767, H55 1.086
52 Cl -3.64640 4.64671 4.23362  C51 1.766
53 Cl -5.12857 2.37436 3.17673  C51 1.773
54 Cl -2.42241 2.01330 4.17556  C51 1.767
55 H -4.32881 2.70346 5.36147  C51 1.086
56 C -0.97614 -3.35621 -2.69504  Cl57 1.765, Cl58 1.769, Cl59 1.770, H60 1.084
57 Cl 0.22962 -4.64356 -2.75257  C56 1.765
58 Cl -2.20168 -3.70099 -1.46663  C56 1.769
59 Cl -0.20560 -1.79505 -2.37844  C56 1.770
60 H -1.46715 -3.30416 -3.66029  C56 1.084
61 C -8.06205 0.86964 -5.06977  Cl62 1.772, Cl63 1.767, Cl64 1.762, H65 1.083
62 Cl -6.62971 0.82877 -4.02654  C61 1.772
63 Cl -8.01045 2.28986 -6.12020  C61 1.767
64 Cl -8.18456 -0.61129 -6.01711  C61 1.762
65 H -8.93963 0.94272 -4.44014  C61 1.083
66 C -8.99343 -2.68635 -2.46342  Cl67 1.768, Cl68 1.767, Cl69 1.770, H70 1.084
67 Cl -7.38929 -3.00063 -3.13605  C66 1.768
68 Cl -8.94841 -2.80653 -0.70109  C66 1.767
69 Cl -9.60880 -1.10054 -2.95147  C66 1.770
70 H -9.67523 -3.44127 -2.83801  C66 1.084
71 C 5.14980 0.66075 -4.51705  Cl72 1.766, Cl73 1.766, Cl74 1.769, H75 1.084
72 Cl 6.41023 -0.21828 -3.64697  C71 1.766
73 Cl 5.66716 1.02737 -6.16539  C71 1.766
74 Cl 3.63300 -0.25000 -4.53823  C71 1.769
75 H 4.97482 1.59696 -3.99868  C71 1.084
76 C 2.59350 4.25579 5.10726  Cl77 1.766, Cl78 1.771, Cl79 1.771, H80 1.084
77 Cl 3.88344 3.39440 5.95129  C76 1.766
78 Cl 3.09623 4.70529 3.46995  C76 1.771
79 Cl 1.11143 3.28656 5.09345  C76 1.771
80 H 2.38724 5.17330 5.64608  C76 1.084
81 C 7.42065 -1.76407 2.20397  Cl82 1.769, Cl83 1.776, Cl84 1.766, H85 1.084
82 Cl 8.65775 -3.02851 2.17493  C81 1.769
83 Cl 6.21228 -2.11240 3.45871  C81 1.776
84 Cl 8.16507 -0.17894 2.43336  C81 1.766
85 H 6.91757 -1.75739 1.24368  C81 1.084
86 C -6.17537 -2.05803 -10.63822  Cl87 1.766, Cl88 1.769, Cl89 1.767, H90 1.084
87 Cl -7.56482 -2.34261 -11.69010  C86 1.766
88 Cl -6.46317 -0.66178 -9.59132  C86 1.769
89 Cl -5.81869 -3.49444 -9.67273  C86 1.767
90 H -5.31462 -1.84416 -11.26112  C86 1.084
91 C -5.01806 -0.70218 6.56522  Cl92 1.771, Cl93 1.764, Cl94 1.768, H95 1.084
92 Cl -5.52193 0.98980 6.42649  C91 1.771
93 Cl -6.37046 -1.78039 6.21611  C91 1.764
94 Cl -3.65933 -1.03675 5.48506  C91 1.768
95 H -4.69530 -0.87784 7.58499  C91 1.084
96 C 3.18119 -5.49101 4.81175  Cl97 1.767, Cl98 1.769, Cl99 1.767, H100 1.085
97 Cl 2.04222 -5.92594 3.53336  C96 1.767
98 Cl 3.87940 -6.94152 5.54512  C96 1.769
99 Cl 4.45282 -4.43909 4.18021  C96 1.767
100 H 2.63909 -4.94917 5.57950  C96 1.085
101 C 9.00815 -4.84194 -1.09675  Cl102 1.769, Cl103 1.767, Cl104 1.768, H105 1.084
102 Cl 8.62058 -3.16466 -1.50352  C101 1.769
103 Cl 7.64222 -5.89910 -1.46764  C101 1.767
104 Cl 10.45830 -5.37475 -1.95593  C101 1.768
105 H 9.20270 -4.89732 -0.03141  C101 1.084
106 C -0.10934 7.25334 3.06090  Cl107 1.769, Cl108 1.767, Cl109 1.769, H110 1.084
107 Cl -1.80971 7.74172 3.06817  C106 1.769
108 Cl 0.57666 7.39007 4.68357  C106 1.767
109 Cl 0.07509 5.60568 2.44543  C106 1.769
110 H 0.43328 7.92442 2.40494  C106 1.084
111 C 8.61912 0.61556 6.65362  Cl112 1.769, Cl113 1.767, Cl114 1.767, H115 1.084
112 Cl 7.82195 2.16446 6.96069  C111 1.769
113 Cl 9.08317 -0.15778 8.17356  C111 1.767
114 Cl 7.57310 -0.44541 5.70457  C111 1.767
115 H 9.51974 0.80554 6.08072  C111 1.084
116 C 3.54841 -10.05713 3.44949  Cl117 1.768, Cl118 1.767, Cl119 1.767, H120 1.084
117 Cl 2.74525 -9.56230 1.95462  C116 1.768
118 Cl 2.54006 -11.19478 4.35082  C116 1.767
119 Cl 5.12936 -10.76590 3.10190  C116 1.767
120 H 3.69852 -9.17662 4.06413  C116 1.084
121 C 1.65192 -2.00536 -7.18234  Cl122 1.767, Cl123 1.770, Cl124 1.767, H125 1.084
122 Cl 1.81015 -0.35043 -7.78000  C121 1.767
123 Cl 1.09999 -2.01053 -5.50086  C121 1.770
124 Cl 0.54592 -2.93243 -8.20162  C121 1.767
125 H 2.62748 -2.47692 -7.22116  C121 1.084
126 C 12.84739 -2.42649 -1.44784  Cl127 1.767, Cl128 1.766, Cl129 1.767, H130 1.084
127 Cl 14.08168 -3.68995 -1.49303  C126 1.767
128 Cl 11.65002 -2.77026 -0.19540  C126 1.766
129 Cl 13.58583 -0.84292 -1.18536  C126 1.767
130 H 12.34066 -2.41149 -2.40635  C126 1.084
131 C 0.19511 -3.04366 7.98221  Cl132 1.769, Cl133 1.767, Cl134 1.767, H135 1.084
132 Cl 1.61535 -3.96440 7.46864  C131 1.769
133 Cl 0.37607 -1.33604 7.56733  C131 1.767
134 Cl -1.27258 -3.70822 7.25714  C131 1.767
135 H 0.11027 -3.12517 9.05963  C131 1.084

Results
- Multiplicity: 1
- Lowest unoccupied orbital energy: -5.1 eV
- E_tot: -912275.33657 eV
- E_HOMO: -11.8682 eV
- Net charge: +1

Atom charges from the Mulliken analysis, given in e for atoms 1 to 2: -0.47, -0.59